198
Properties=species:S:1:pos:R:3 method="wB97M-V/def2-TZVPD" de_lowest_kcal_mol=193.5 mol_weight_g_mol=1489.97 fmax_ha_per_bohr=0.267 spin_multiplicity=1 charge=+2 total_energy_ha=-7628.24863
C 22.175 2.076 -3.608
C 22.751 2.613 -4.944
C 23.761 3.815 -4.922
N 23.169 5.284 -4.717
C 23.010 5.394 -3.189
C 24.113 6.447 -5.253
C 23.184 7.726 -5.410
C 21.748 7.116 -5.580
C 21.885 5.661 -5.435
H 21.644 1.138 -3.768
H 21.438 2.736 -3.150
H 22.978 1.845 -2.907
H 21.961 2.890 -5.642
H 23.192 1.824 -5.553
H 24.248 3.874 -5.896
H 24.689 3.617 -4.384
H 22.609 6.407 -3.232
H 24.028 5.110 -2.923
H 22.242 4.670 -2.917
H 25.031 6.264 -4.694
H 24.333 6.336 -6.315
H 23.312 8.385 -4.552
H 23.411 8.387 -6.246
H 21.030 7.498 -4.854
H 21.218 7.362 -6.501
H 21.069 5.238 -4.849
H 22.016 5.228 -6.427
C 14.972 10.541 -21.432
C 14.323 11.978 -21.126
C 13.001 12.034 -21.999
N 12.181 13.323 -21.944
C 11.630 13.497 -20.433
C 10.900 13.282 -22.771
C 10.476 14.640 -23.111
C 11.668 15.513 -23.140
C 12.827 14.581 -22.596
H 14.184 9.789 -21.446
H 15.816 10.278 -20.795
H 15.262 10.280 -22.450
H 14.886 12.753 -21.647
H 14.194 12.195 -20.066
H 12.373 11.247 -21.581
H 12.998 11.801 -23.064
H 11.228 12.576 -20.011
H 10.840 14.237 -20.306
H 12.509 13.697 -19.819
H 10.154 12.719 -22.211
H 11.118 12.665 -23.642
H 9.662 15.052 -22.515
H 10.036 14.583 -24.106
H 11.446 16.221 -22.342
H 11.955 16.001 -24.071
H 13.437 15.220 -21.957
H 13.489 14.212 -23.379
C 19.022 5.709 -24.435
C 20.052 5.904 -25.533
C 20.969 4.707 -25.599
N 21.797 4.538 -26.898
C 22.610 5.843 -27.212
C 20.941 3.981 -28.074
C 21.489 2.590 -28.241
C 22.939 2.645 -27.801
C 22.886 3.414 -26.548
H 19.461 5.415 -23.482
H 18.282 4.957 -24.706
H 18.355 6.563 -24.314
H 20.584 6.852 -25.454
H 19.583 6.083 -26.501
H 20.361 3.814 -25.446
H 21.747 4.746 -24.836
H 23.074 5.592 -28.166
H 23.300 5.866 -26.370
H 21.942 6.705 -27.233
H 21.112 4.641 -28.925
H 19.923 4.151 -27.723
H 21.375 2.354 -29.299
H 20.909 1.921 -27.605
H 23.454 3.163 -28.610
H 23.367 1.642 -27.777
H 23.828 3.866 -26.236
H 22.583 2.685 -25.796
C 17.158 0.980 -9.232
C 16.045 -0.041 -9.594
C 14.855 0.668 -10.299
N 13.669 -0.180 -10.796
C 12.890 -0.755 -9.588
C 12.710 0.753 -11.547
C 13.190 0.636 -12.918
C 13.377 -0.808 -13.134
C 14.010 -1.358 -11.796
H 16.780 1.667 -8.476
H 17.356 1.743 -9.985
H 18.165 0.694 -8.926
H 15.758 -0.700 -8.774
H 16.601 -0.705 -10.255
H 15.288 1.238 -11.122
H 14.530 1.398 -9.558
H 12.446 0.112 -9.099
H 13.658 -1.363 -9.110
H 12.136 -1.447 -9.963
H 11.781 0.200 -11.411
H 12.636 1.694 -11.001
H 12.635 1.229 -13.645
H 14.055 1.281 -13.072
H 12.351 -1.135 -13.304
H 13.900 -1.150 -14.027
H 13.524 -2.327 -11.680
H 15.097 -1.360 -11.874
C 13.627 0.628 -19.822
C 14.461 -0.668 -19.906
C 14.133 -1.613 -21.079
N 14.903 -2.943 -21.279
C 15.859 -3.438 -20.134
C 15.531 -3.018 -22.705
C 14.437 -3.198 -23.739
C 13.386 -4.036 -23.018
C 13.870 -4.114 -21.603
H 13.136 0.825 -20.775
H 14.115 1.520 -19.428
H 13.008 0.437 -18.946
H 14.102 -1.174 -19.009
H 15.489 -0.363 -19.712
H 14.475 -0.987 -21.904
H 13.069 -1.834 -21.001
H 15.965 -4.520 -20.064
H 15.427 -3.158 -19.173
H 16.793 -2.953 -20.417
H 16.342 -3.744 -22.766
H 16.116 -2.105 -22.809
H 14.611 -3.875 -24.575
H 14.050 -2.249 -24.111
H 13.287 -5.064 -23.367
H 12.394 -3.630 -23.217
H 14.389 -5.072 -21.587
H 12.977 -4.136 -20.979
C 19.557 7.958 -12.723
C 19.178 6.653 -13.469
C 19.033 7.086 -14.987
N 18.800 5.843 -15.854
C 20.118 4.980 -15.873
C 17.625 5.096 -15.264
C 16.935 4.584 -16.490
C 17.839 4.904 -17.696
C 18.499 6.188 -17.336
H 19.303 7.607 -11.723
H 19.078 8.936 -12.674
H 20.645 7.994 -12.773
H 18.269 6.264 -13.011
H 20.027 5.974 -13.392
H 19.981 7.560 -15.242
H 18.265 7.855 -15.078
H 20.101 4.560 -14.868
H 20.966 5.659 -15.957
H 20.242 4.181 -16.604
H 17.886 4.358 -14.506
H 17.167 5.883 -14.665
H 16.762 3.514 -16.369
H 15.976 5.015 -16.780
H 18.503 4.053 -17.843
H 17.411 4.966 -18.697
H 19.444 6.428 -17.825
H 17.831 7.048 -17.380
N 22.833 9.482 -21.871
S 21.964 10.071 -20.669
O 21.687 11.503 -20.786
O 21.954 9.612 -19.248
F 20.594 9.254 -21.245
S 23.503 8.496 -21.046
O 22.753 7.366 -20.452
O 24.683 8.958 -20.361
F 24.215 7.697 -22.261
N 19.236 -2.143 -14.346
S 18.719 -0.714 -15.096
O 17.253 -0.636 -15.225
O 19.574 0.059 -15.958
F 18.890 0.098 -13.745
S 18.941 -3.009 -15.570
O 19.634 -2.724 -16.798
O 17.528 -3.534 -15.602
F 19.790 -4.342 -14.969
N 23.777 1.436 -11.700
S 23.727 2.902 -10.692
O 22.335 3.266 -10.331
O 24.749 3.983 -10.739
F 24.249 2.157 -9.312
S 24.344 2.089 -12.832
O 25.777 2.149 -12.779
O 23.631 3.216 -13.500
F 24.026 0.846 -13.845
N 14.192 5.417 -12.175
S 12.960 6.057 -13.147
O 13.200 7.290 -13.821
O 11.558 5.799 -12.805
F 13.135 5.093 -14.329
S 14.303 6.575 -11.223
O 13.163 6.751 -10.413
O 15.170 7.766 -11.553
F 15.224 5.874 -10.152